[1]
DFT (ωB97M-V/def2-TZVPD) results for a cluster of 2 separate species, C4H8O2 in total.

The geometry in XYZ format:
```
14
Properties=species:S:1:pos:R:3
C 1.498 -1.466 1.121
C 2.059 -0.393 0.568
O 2.504 -0.124 -0.728
H 1.091 -1.585 2.089
H 1.215 -2.293 0.405
H 2.327 0.405 1.196
H 1.871 -0.409 -1.390
C -1.602 0.384 -1.300
C -1.711 1.244 -0.326
O -2.756 1.154 0.679
H -1.111 0.535 -2.274
H -2.220 -0.481 -1.313
H -0.944 1.921 -0.219
H -2.220 1.107 1.492
```

Its energy above the lowest of the compared OMol25 structures with the same formula, charge and spin is 327.8 kJ/mol. As for the SMILES: C=CO.C=CO. The orbital gap comes out at 10.24 eV. The LUMO energy is 0.706 eV.

Results of the Löwdin charge analysis, in e, for atoms 1 through 2: 0.01 -0.27

---

[2]
DFT (ωB97M-V/def2-TZVPD) results for a structure of composition C4H8O2.

The geometry in XYZ format:
```
14
Properties=species:S:1:pos:R:3
O 1.870 1.018 -0.297
C 1.249 -0.189 0.107
C -0.181 0.142 0.491
C -0.966 0.779 -0.663
O -1.655 -0.455 -0.927
C -1.175 -1.013 0.303
H 2.802 0.994 -0.059
H 1.772 -0.650 0.957
H 1.246 -0.918 -0.719
H -0.214 0.674 1.446
H -1.660 1.571 -0.352
H -0.373 1.125 -1.516
H -1.966 -1.062 1.064
H -0.748 -2.015 0.164
```

Its energy above the lowest of the compared OMol25 structures with the same formula, charge and spin is 206.2 kJ/mol. The orbital gap comes out at 10.42 eV. The LUMO energy is 0.831 eV.

Results of the Löwdin charge analysis, in e, for atoms 1 through 2: -0.06 -0.24

---

[3]
DFT (ωB97M-V/def2-TZVPD) results for an isolated molecule of C4H8O2.

The geometry in XYZ format:
```
14
Properties=species:S:1:pos:R:3
C 1.992 -0.289 -0.568
O 1.038 -0.127 0.461
C -0.215 0.386 0.134
C -1.431 -0.778 -0.271
C -0.716 1.257 1.243
O -1.894 1.478 1.418
H 2.890 -0.715 -0.105
H 1.628 -0.989 -1.329
H 2.244 0.667 -1.048
H -0.561 0.519 -0.870
H -1.754 -0.877 -1.343
H -0.956 -1.701 0.022
H -2.311 -0.489 0.303
H 0.044 1.659 1.954
```

Its energy above the lowest of the compared OMol25 structures with the same formula, charge and spin is 324.3 kJ/mol. As for the SMILES: CO[C@@H](C)C=O. The orbital gap comes out at 10.24 eV. The LUMO energy is 0.870 eV.

Results of the Löwdin charge analysis, in e, for atoms 1 through 2: -0.09 -0.16

---

[4]
DFT (ωB97M-V/def2-TZVPD) results for an isolated molecule of C4H8O2.

The geometry in XYZ format:
```
14
Properties=species:S:1:pos:R:3
O -1.809 0.611 -0.523
C -1.563 -0.556 0.011
C -0.164 -0.815 0.318
C 0.881 -0.282 -0.628
C 1.233 0.983 0.156
O 0.141 1.076 1.079
H -0.688 1.253 0.503
H -2.250 -0.946 0.792
H -1.464 -1.498 -0.699
H 0.106 -1.567 1.062
H 1.720 -0.966 -0.783
H 0.391 -0.042 -1.576
H 1.324 1.884 -0.459
H 2.144 0.864 0.748
```

Its energy above the lowest of the compared OMol25 structures with the same formula, charge and spin is 426.3 kJ/mol. The orbital gap comes out at 8.61 eV. The LUMO energy is -0.227 eV.

Results of the Löwdin charge analysis, in e, for atoms 1 through 2: -0.18 -0.48

---

[5]
DFT (ωB97M-V/def2-TZVPD) results for an isolated molecule of C4H8O2.

The geometry in XYZ format:
```
14
Properties=species:S:1:pos:R:3
C -0.404 1.161 -1.242
C 0.307 0.465 -0.099
O -0.254 0.975 1.141
C 0.145 0.397 2.240
C -0.059 -1.030 -0.194
O 0.505 -1.942 0.720
H -1.482 1.007 -1.126
H -0.093 0.713 -2.190
H -0.214 2.235 -1.275
H 1.395 0.642 -0.094
H 1.071 -0.165 1.953
H 0.287 -1.349 -1.177
H -1.156 -1.088 -0.167
H -0.047 -2.021 1.510
```

Its energy above the lowest of the compared OMol25 structures with the same formula, charge and spin is 409.4 kJ/mol. The orbital gap comes out at 9.13 eV. The LUMO energy is 0.599 eV.

Results of the Löwdin charge analysis, in e, for atoms 1 through 2: -0.04 -0.36

---

[6]
DFT (ωB97M-V/def2-TZVPD) results for an isolated molecule of C4H8O2.

The geometry in XYZ format:
```
14
Properties=species:S:1:pos:R:3
C -0.954 0.083 -1.146
C -0.137 0.510 0.203
O 0.115 1.870 0.524
C -0.008 -0.461 1.382
C 1.044 -0.395 0.317
O 1.072 -1.420 -0.626
H -2.011 -0.079 -0.938
H -0.697 -0.844 -1.720
H -0.808 0.870 -1.893
H -0.641 2.295 0.962
H 0.352 -0.115 2.358
H -0.689 -1.301 1.455
H 2.028 -0.014 0.580
H 1.332 -1.001 -1.458
```

Its energy above the lowest of the compared OMol25 structures with the same formula, charge and spin is 255.4 kJ/mol. As for the SMILES: C[C@@]1(O)C[C@H]1O. The orbital gap comes out at 10.48 eV. The LUMO energy is 0.845 eV.

Results of the Löwdin charge analysis, in e, for atoms 1 through 2: 0.01 -0.42

---

[7]
DFT (ωB97M-V/def2-TZVPD) results for an isolated molecule of C4H8O2.

The geometry in XYZ format:
```
14
Properties=species:S:1:pos:R:3
C 1.711 -0.662 -0.977
O 0.538 0.130 -0.943
C -0.500 -0.466 -0.184
C -0.355 0.084 1.206
C -1.522 0.500 0.364
O -1.611 1.807 -0.108
H 1.572 -1.436 -1.736
H 1.949 -1.141 -0.011
H 2.561 -0.028 -1.261
H -0.745 -1.488 -0.471
H 0.515 0.688 0.851
H -0.465 -0.428 2.166
H -2.513 0.078 0.580
H -1.137 2.360 0.525
```

Its energy above the lowest of the compared OMol25 structures with the same formula, charge and spin is 307.8 kJ/mol. As for the SMILES: CO[C@H]1C[C@H]1O. The orbital gap comes out at 10.55 eV. The LUMO energy is 1.075 eV.

Results of the Löwdin charge analysis, in e, for atoms 1 through 2: -0.10 -0.18

---

[8]
DFT (ωB97M-V/def2-TZVPD) results for an isolated molecule of C4H8O2.

The geometry in XYZ format:
```
14
Properties=species:S:1:pos:R:3
C 1.954 0.586 -0.333
C 0.986 -0.461 0.124
O 0.283 -0.023 1.337
C -0.797 -0.134 0.533
C -1.532 1.000 0.100
O -2.694 0.847 -0.627
H 1.434 1.492 -0.684
H 2.553 0.203 -1.166
H 2.639 0.895 0.469
H 1.368 -1.478 0.244
H -1.299 -1.106 0.468
H -0.451 0.200 -0.615
H -1.142 2.003 0.232
H -3.343 0.376 -0.087
```

Its energy above the lowest of the compared OMol25 structures with the same formula, charge and spin is 630.9 kJ/mol. The orbital gap comes out at 7.55 eV. The LUMO energy is 0.751 eV.

Results of the Löwdin charge analysis, in e, for atoms 1 through 2: -0.10 -0.24